#1
A single C7H14N2 molecule. Source: the Open Molecules 2025 dataset; level of theory: ωB97M-V with the def2-TZVPD basis set.

Summary:
2S+1   1
Frontier orbital gap (alpha / beta)   8.44 / 6.12 eV
Highest occupied orbital energy (alpha / beta)   -0.3033 / -0.2506 hartree
LUMO level (alpha / beta)   0.0069 / -0.0256 Ha

Last column: Löwdin charge in e.
Cartesian coordinates (Å):
C 1.547 -0.906 0.922  -0.04
C 0.963 -0.011 -0.173  -0.61
C 1.943 2.153 -0.107  -0.04
N 1.045 1.381 0.324  0.01
N 1.414 -0.353 -1.401  0.09
H 1.045 0.292 -2.103  0.04
H 1.062 -0.747 1.884  0.07
H 1.459 -1.953 0.640  0.07
H 2.605 -0.670 1.034  0.08
H 2.689 1.834 -0.842  0.08
H 1.960 3.184 0.244  0.07
C -1.217 -1.638 -0.769  -0.06
C -1.552 0.076 1.224  -0.02
C -0.840 -0.261 -0.261  -0.43
C -1.576 0.818 -0.717  0.04
H -2.267 -1.864 -0.549  0.09
H -1.050 -1.697 -1.839  0.08
H -1.479 -0.923 1.655  0.08
H -0.897 0.772 1.740  0.07
H -2.593 0.397 1.294  0.08
H -0.591 -2.399 -0.302  0.08
H -2.357 0.688 -1.458  0.09
H -1.313 1.828 -0.439  0.08

=====

#2
2 unconnected molecules or ions with the total composition C7H14N2. Source: the Open Molecules 2025 dataset; level of theory: ωB97M-V with the def2-TZVPD basis set.

Summary:
2S+1   1
Frontier orbital gap   9.32 eV
Highest occupied orbital energy   -0.3085 hartree
LUMO level   0.0340 Ha

Last column: Löwdin charge in e.
Cartesian coordinates (Å):
C 0.527 2.292 1.002  -0.04
C -0.447 1.468 1.825  -0.39
C 0.023 0.597 2.776  -0.09
N -1.032 0.465 3.661  0.04
C -2.110 1.150 3.131  -0.17
N -1.739 1.765 2.020  0.08
H 0.270 2.924 0.164  0.06
H 1.286 1.573 0.665  0.07
H 0.987 2.962 1.736  0.07
H 0.760 -0.177 2.629  0.11
H -0.877 0.020 4.553  0.14
H -3.089 1.196 3.569  0.11
C 0.402 -1.755 -1.242  -0.13
C 0.806 -0.873 -2.440  -0.30
C 0.258 -1.498 -3.776  -0.12
H 0.715 -2.768 -1.579  0.06
H -0.669 -1.945 -1.193  0.07
H 1.012 -1.695 -0.351  0.05
H 0.528 0.177 -2.353  0.09
H 1.883 -0.959 -2.590  0.09
H 0.267 -2.579 -3.671  0.06
H -0.751 -1.181 -4.023  0.06
H 0.991 -1.158 -4.512  0.06

=====

Relative energies with respect to the most stable structure, expressed in kJ/mol: #1 411.8; #2 0.0.

=====

#1
7 unconnected molecules or ions with the total composition H14O7. Source: the Open Molecules 2025 dataset; level of theory: ωB97M-V with the def2-TZVPD basis set.

Summary:
2S+1   1
Frontier orbital gap   10.94 eV
Highest occupied orbital energy   -0.3913 hartree
LUMO level   0.0106 Ha

Last column: Löwdin charge in e.
Cartesian coordinates (Å):
O 2.095 0.053 1.585  -0.09
H 1.728 0.889 1.278  0.02
H 2.108 -0.009 2.630  0.13
O 0.342 2.626 0.158  -0.04
H 0.165 2.651 -0.729  -0.06
H 0.327 3.601 0.474  0.12
O -1.031 -2.666 -1.130  -0.08
H -0.676 -1.932 -0.703  -0.09
H -0.459 -3.455 -0.805  0.08
O 1.471 -2.331 0.476  -0.04
H 0.865 -2.561 1.116  0.01
H 2.213 -1.768 0.764  0.05
O -0.074 -0.231 -0.695  -0.10
H 0.670 -0.829 -0.329  0.05
H 0.177 0.560 -0.162  0.02
O -0.500 2.119 -2.578  -0.05
H -1.264 1.669 -2.986  0.07
H 0.195 1.470 -2.527  0.02
O -2.619 0.292 1.633  -0.06
H -2.435 0.306 0.739  -0.04
H -3.299 -0.454 1.791  0.09

=====

#2
7 unconnected molecules or ions with the total composition H14O7. Source: the Open Molecules 2025 dataset; level of theory: ωB97M-V with the def2-TZVPD basis set.

Summary:
2S+1   1
Frontier orbital gap   10.89 eV
Highest occupied orbital energy   -0.4049 hartree
LUMO level   -0.0048 Ha

Last column: Löwdin charge in e.
Cartesian coordinates (Å):
O 0.490 -2.557 0.847  -0.09
H 1.347 -2.409 1.433  0.14
H 0.852 -2.623 -0.080  0.09
O 3.462 1.061 -0.715  -0.03
H 2.773 0.857 -0.064  -0.01
H 4.092 0.575 -0.273  -0.02
O -0.064 -0.026 0.168  0.00
H -0.572 -0.217 -0.489  -0.08
H 0.161 -0.885 0.564  0.02
O 1.758 1.288 1.511  -0.06
H 1.018 0.820 1.157  -0.04
H 1.169 1.714 2.164  0.07
O -2.087 0.358 1.969  -0.02
H -1.578 0.501 1.265  -0.11
H -1.588 -0.456 2.289  0.08
O -2.677 1.742 -1.326  -0.10
H -2.596 0.744 -1.276  0.03
H -1.741 2.025 -1.090  0.06
O -1.390 -0.891 -2.302  0.06
H -0.943 -0.321 -2.820  0.01
H -1.883 -1.298 -2.932  0.02

=====

Relative energies with respect to the most stable structure, expressed in kJ/mol: #1 0.0; #2 94.5.

=====

#1
7 unconnected molecules or ions with the total composition H14O7. Source: the Open Molecules 2025 dataset; level of theory: ωB97M-V with the def2-TZVPD basis set.

Summary:
2S+1   1
Frontier orbital gap   9.99 eV
Highest occupied orbital energy   -0.3731 hartree
LUMO level   -0.0060 Ha

Last column: Löwdin charge in e.
Cartesian coordinates (Å):
O -0.923 21.497 -22.881  -0.06
H -0.145 21.603 -23.411  0.00
H -1.119 22.262 -22.353  -0.05
O 3.294 21.915 -23.094  0.00
H 3.722 21.455 -23.814  0.09
H 2.877 21.172 -22.700  0.07
O 5.595 22.608 -22.148  -0.08
H 6.041 21.810 -22.319  -0.01
H 4.670 22.370 -22.451  -0.02
O 1.461 23.983 -22.111  -0.02
H 2.012 24.699 -22.381  0.06
H 1.872 23.299 -22.613  0.00
O 1.274 22.200 -20.082  -0.06
H 2.214 21.985 -19.992  0.04
H 1.368 22.962 -20.657  -0.04
O -0.242 24.874 -19.934  -0.02
H -0.477 25.803 -19.869  0.07
H 0.664 24.951 -19.709  0.03
O -1.895 23.519 -21.594  -0.06
H -2.596 23.957 -21.117  0.05
H -1.124 24.000 -21.215  0.01

=====

#2
7 unconnected molecules or ions with the total composition H14O7. Source: the Open Molecules 2025 dataset; level of theory: ωB97M-V with the def2-TZVPD basis set.

Summary:
2S+1   1
Frontier orbital gap   10.52 eV
Highest occupied orbital energy   -0.3933 hartree
LUMO level   -0.0068 Ha

Last column: Löwdin charge in e.
Cartesian coordinates (Å):
O -0.964 -0.756 -2.862  -0.08
H -0.924 -0.224 -3.765  0.15
H -1.702 -1.355 -2.903  0.06
O 0.242 -0.350 3.613  -0.04
H -0.094 0.456 3.859  -0.03
H 0.802 -0.282 2.780  0.04
O -2.624 1.184 1.442  -0.07
H -2.009 1.534 2.305  0.15
H -1.984 0.858 0.952  -0.14
O -0.680 0.033 -0.331  -0.07
H 0.159 -0.478 -0.014  0.07
H -0.609 -0.086 -1.259  -0.04
O 1.880 -0.435 0.917  -0.03
H 2.588 -0.049 1.559  0.13
H 1.948 0.146 0.250  -0.04
O 0.891 -3.156 -2.152  0.02
H 1.513 -3.294 -1.649  -0.13
H 0.515 -2.329 -2.602  0.07
O 0.317 3.086 0.092  -0.05
H 1.218 2.695 0.012  0.05
H -0.483 2.800 -0.246  -0.02

=====

Relative energies with respect to the most stable structure, expressed in kJ/mol: #1 0.0; #2 262.1.

=====

#1
7 unconnected molecules or ions with the total composition H14O7. Source: the Open Molecules 2025 dataset; level of theory: ωB97M-V with the def2-TZVPD basis set.

Summary:
2S+1   1
Frontier orbital gap   10.88 eV
Highest occupied orbital energy   -0.4092 hartree
LUMO level   -0.0093 Ha

Last column: Löwdin charge in e.
Cartesian coordinates (Å):
O 0.254 -0.261 -0.931  -0.05
H 0.061 -0.680 -1.778  0.04
H -0.207 -0.810 -0.287  0.02
O 4.294 -1.806 -1.482  -0.06
H 4.350 -2.692 -1.857  0.03
H 4.966 -1.306 -1.959  0.03
O 0.334 4.197 0.277  -0.06
H -0.447 3.678 0.054  0.03
H 0.648 3.807 1.101  0.03
O 3.097 1.315 0.614  -0.06
H 3.691 0.563 0.513  0.03
H 2.222 0.916 0.680  0.01
O -4.069 -1.644 -0.309  -0.07
H -3.193 -1.756 -0.694  0.04
H -3.982 -0.863 0.249  0.02
O -4.244 0.567 -0.615  -0.08
H -4.563 1.262 -1.203  0.06
H -3.903 -0.108 -1.213  0.03
O 0.382 -2.169 2.645  -0.05
H 0.401 -1.206 2.619  0.03
H -0.432 -2.401 2.185  0.03

=====

#2
7 unconnected molecules or ions with the total composition H14O7. Source: the Open Molecules 2025 dataset; level of theory: ωB97M-V with the def2-TZVPD basis set.

Summary:
2S+1   1
Frontier orbital gap   11.12 eV
Highest occupied orbital energy   -0.3995 hartree
LUMO level   0.0092 Ha

Last column: Löwdin charge in e.
Cartesian coordinates (Å):
O -1.383 -1.036 -1.847  -0.06
H -1.323 -0.068 -1.848  0.01
H -0.498 -1.409 -1.851  0.00
O -1.878 0.376 1.224  -0.07
H -2.245 0.149 0.353  0.04
H -1.302 -0.410 1.210  0.01
O 0.172 -2.101 1.168  -0.07
H 0.914 -1.526 1.419  0.01
H 0.564 -2.609 0.453  0.03
O 1.461 -1.579 -1.212  -0.08
H 1.876 -1.069 -1.931  0.07
H 1.344 -0.796 -0.628  0.03
O 0.125 1.540 3.087  -0.05
H 0.080 0.984 3.878  0.07
H -0.790 1.556 2.744  0.05
O 1.544 0.199 1.207  -0.08
H 0.850 0.618 1.769  0.01
H 1.973 0.957 0.827  0.06
O -0.277 1.865 -3.054  -0.05
H -1.199 2.129 -3.069  0.04
H -0.006 2.231 -3.898  0.04

=====

#3
A molecular structure, H14O7. Source: the Open Molecules 2025 dataset; level of theory: ωB97M-V with the def2-TZVPD basis set.

Summary:
2S+1   1
Frontier orbital gap   10.55 eV
Highest occupied orbital energy   -0.3725 hartree
LUMO level   0.0153 Ha

Last column: Löwdin charge in e.
Cartesian coordinates (Å):
O 0.468 1.399 -0.696  -0.06
O 2.949 -0.065 -0.507  -0.08
O 0.960 -0.849 1.159  -0.08
O -0.060 1.764 1.977  -0.05
H 0.193 1.642 0.204  0.01
H 1.381 1.088 -0.607  0.02
H 2.812 -0.761 -1.170  0.06
H 2.504 -0.461 0.272  0.01
H 0.374 -1.216 0.481  0.00
H 0.478 -0.018 1.322  0.00
H 0.784 2.046 2.403  0.10
H -0.764 2.009 2.576  0.07
O -0.536 -1.744 -1.020  -0.08
O -2.315 0.062 1.396  -0.06
O -1.002 -0.380 -2.246  0.16
H -1.804 -0.236 0.635  0.00
H -2.849 -0.754 1.520  0.06
H -0.926 -2.607 -1.242  0.06
H -0.943 -1.147 -1.664  -0.35
H -0.467 0.222 -1.706  0.08
H -1.236 0.006 -3.087  0.14

=====

#4
7 unconnected molecules or ions with the total composition H14O7. Source: the Open Molecules 2025 dataset; level of theory: ωB97M-V with the def2-TZVPD basis set.

Summary:
2S+1   1
Frontier orbital gap   10.55 eV
Highest occupied orbital energy   -0.3880 hartree
LUMO level   -0.0004 Ha

Last column: Löwdin charge in e.
Cartesian coordinates (Å):
O 12.282 -6.684 12.547  -0.04
H 11.417 -6.498 12.182  0.06
H 12.865 -6.062 12.113  0.01
O 9.761 -4.475 14.438  -0.06
H 9.689 -3.753 15.063  0.00
H 9.851 -4.046 13.586  0.03
O 13.267 -3.071 17.627  -0.06
H 13.399 -2.142 17.817  0.02
H 12.482 -3.095 17.080  -0.01
O 13.500 -7.547 14.877  -0.06
H 14.329 -7.639 14.408  0.02
H 12.903 -7.159 14.236  -0.03
O 12.403 -4.305 15.163  -0.04
H 12.993 -4.279 14.410  0.03
H 11.900 -5.111 15.046  0.03
O 14.651 -5.159 12.336  -0.03
H 15.317 -5.837 12.226  0.06
H 15.103 -4.341 12.127  0.05
O 10.238 -1.962 15.261  -0.04
H 10.081 -1.274 14.615  0.05
H 11.051 -2.378 14.976  0.01

=====

Relative energies with respect to the most stable structure, expressed in kJ/mol: #1 150.5; #2 0.0; #3 269.4; #4 35.5.